No. 1
ORCA calculation (ωB97M-V with the def2-TZVPD basis set) on a structure of composition C10H15Br2O2.

Geometry as XYZ:
```
29
Properties=species:S:1:pos:R:3:forces:R:3
Br 1.208 1.171 2.230 0.4 0.4 -0.3
Br -1.108 2.551 0.866 0.1 1.3 -0.6
O 1.169 -3.069 0.048 0.2 -0.4 -0.5
O 1.705 -1.542 1.630 -0.1 -0.8 -0.6
C -1.467 -2.803 0.907 -2.9 -1.2 2.1
C -0.096 0.919 -1.896 -1.5 1.8 1.4
C -0.565 -1.656 0.899 0.9 1.9 -0.8
C 0.955 -2.138 0.827 -0.6 1.1 1.3
C 0.150 1.086 0.587 -2.7 -3.2 2.0
C 0.879 1.154 -0.740 1.4 0.6 -0.1
C 1.631 2.534 -0.842 0.8 -2.4 -1.1
C -1.028 -0.387 0.866 2.4 1.4 0.3
C 1.965 0.100 -0.914 0.7 0.8 -0.5
C -2.448 0.060 1.139 -1.0 -0.8 0.2
H -0.638 0.012 -1.703 -0.1 -0.7 -0.1
H -2.221 -2.758 1.889 2.1 -0.6 -2.2
H 2.173 2.547 -1.832 -0.5 0.3 1.2
H -0.855 -3.703 0.789 -0.4 0.0 0.7
H -2.754 0.667 0.283 -0.4 0.2 0.4
H -2.176 -2.878 0.070 0.1 0.5 0.0
H 1.487 -0.895 -0.804 1.2 0.5 -1.0
H 2.711 0.273 -0.138 0.0 -0.5 0.2
H 0.838 3.155 -0.797 -2.3 3.0 -0.6
H -3.126 -0.818 1.121 0.5 0.2 -0.1
H -2.726 0.569 2.141 1.0 -0.5 -1.7
H 0.460 0.858 -2.789 0.5 -0.1 -1.2
H -0.883 1.722 -1.967 0.8 -0.5 0.0
H 2.537 0.453 -1.892 -1.4 -1.6 1.5
H 2.223 2.816 0.022 0.5 -0.6 -0.1
```
Forces are in eV/Å.

Output
- highest occupied orbital energy (eV) = -4.52
- total charge = -1
- gap between HOMO and LUMO (eV) = 7.34
- LUMO level (eV) = 2.8140
- energy above the lowest of the compared OMol25 structures with the same formula, charge and spin (kJ/mol) = 0.0



No. 2
ORCA calculation (ωB97M-V with the def2-TZVPD basis set) on a cluster of 9 separate species, C32H41N9 in total.

Geometry as XYZ:
```
82
Properties=species:S:1:pos:R:3:forces:R:3
N -1.004 -6.960 -1.692 -0.4 -2.2 -0.3
N -3.071 2.360 -5.895 -2.8 0.2 -0.7
N -6.570 -2.043 0.360 0.0 0.8 1.1
N 2.204 -3.174 6.983 -0.6 -0.1 -1.8
N 5.838 4.012 -4.122 0.9 -0.8 -0.9
N -3.154 4.324 2.668 -0.2 0.8 0.8
N 5.081 -6.389 1.103 -2.1 -2.5 -1.3
N -0.298 5.706 -0.995 -1.1 0.0 0.3
N 1.137 0.466 -0.714 -0.4 -2.2 -0.4
C 0.907 -0.668 -0.853 0.0 1.2 0.1
C 0.433 -2.841 5.609 0.8 0.3 0.4
C 5.913 -4.481 1.756 0.1 -0.4 -0.6
C -0.624 7.833 -0.373 -1.4 1.0 0.5
C 0.575 -2.112 -0.949 -0.3 0.3 1.4
C 6.383 6.171 -3.928 1.0 -2.5 0.3
C 0.194 6.789 -0.340 2.9 -1.3 0.9
C -1.376 -9.574 -2.050 0.3 1.2 -0.3
C -1.063 2.100 -5.204 2.0 0.6 -0.7
C -1.832 2.757 -6.153 2.0 -0.7 0.5
C -1.778 7.395 -1.029 -1.2 -3.0 -1.4
C -4.560 -3.045 0.402 -1.1 0.2 0.2
C 1.722 -3.318 5.694 0.3 -0.4 0.0
C -1.190 -8.101 -1.839 0.4 1.0 0.1
C -4.171 2.718 3.810 0.2 0.4 1.3
C 4.588 -5.518 0.209 1.2 2.1 -0.2
C 4.906 4.535 -3.305 0.5 -0.2 0.1
C -2.366 3.236 2.615 0.5 -0.5 -0.6
C 1.247 -2.560 7.711 -2.1 0.6 0.1
C 5.809 -5.837 2.046 1.4 1.1 1.3
C 6.806 4.932 -4.496 -1.9 0.7 0.7
C -4.190 4.072 3.535 -1.4 -0.6 -1.0
C 5.269 5.831 -3.091 -0.6 1.0 0.2
C -4.882 -2.640 1.711 -1.0 2.4 0.5
C -6.058 -1.855 1.618 -0.1 -1.9 0.5
C -3.149 1.517 -4.838 0.4 -1.0 0.5
C -2.953 2.221 3.342 1.1 -0.3 -1.5
C 5.178 -4.275 0.546 -0.9 -1.2 -0.1
C 0.087 -2.323 6.897 2.4 -0.9 0.7
C -5.679 -2.722 -0.363 2.0 -0.7 -1.9
C -1.854 1.312 -4.389 -1.4 0.0 0.3
C -1.586 6.006 -1.386 0.4 2.7 0.4
H -0.145 -2.395 -1.717 0.7 0.2 -0.5
H 6.981 7.070 -3.945 -0.3 0.0 0.0
H -0.497 8.715 0.237 0.1 0.2 -0.4
H 3.097 -3.563 7.249 -0.3 0.4 0.3
H -4.870 2.141 4.398 -0.1 0.3 0.0
H -7.503 -1.740 0.121 0.4 -0.1 -0.3
H -2.689 7.920 -1.279 0.1 0.1 0.1
H 0.015 2.105 -5.138 0.0 0.3 -0.1
H -2.540 1.224 3.318 -0.3 0.0 0.4
H -1.193 -9.791 -3.102 -0.2 0.1 -0.1
H -1.554 0.706 -3.547 0.0 0.0 -0.2
H -0.865 -1.905 7.189 0.3 0.1 0.1
H -2.186 5.290 -1.929 0.0 0.2 0.0
H -0.105 -2.775 4.675 -0.2 -0.1 0.2
H -5.728 -2.774 -1.440 -0.4 -0.2 0.1
H 5.799 3.033 -4.368 0.4 0.3 -0.2
H 1.460 -2.734 -0.810 0.1 0.1 -0.9
H -1.507 3.283 1.962 0.1 -0.3 0.2
H -0.614 -10.133 -1.508 -0.3 0.1 0.3
H -6.737 -1.396 2.321 0.5 -0.1 0.4
H 1.124 6.759 0.208 0.1 -0.3 -0.2
H 3.973 -5.875 -0.604 0.1 0.3 0.0
H 2.363 -3.773 4.954 -0.2 0.1 -0.1
H -4.037 0.951 -4.599 -0.1 0.5 0.1
H 5.078 -3.382 -0.054 0.0 0.1 0.3
H -3.576 -3.381 0.110 -0.4 -0.4 -0.3
H 4.758 6.409 -2.335 0.1 0.5 -0.4
H 0.039 -2.390 -0.042 -0.2 0.4 0.3
H -2.406 -9.839 -1.810 0.3 -0.2 0.2
H -2.954 5.167 2.148 -0.2 0.0 0.4
H 1.451 -2.330 8.746 -0.3 0.0 0.0
H 4.812 -7.361 1.039 0.2 0.1 0.4
H -3.884 2.661 -6.414 0.2 -0.1 0.1
H -5.038 4.721 3.696 0.4 0.3 -0.1
H 6.220 -6.492 2.799 0.1 0.4 0.2
H 0.068 4.767 -0.928 0.1 0.3 -0.1
H 7.612 4.563 -5.112 0.0 0.5 0.0
H -1.524 3.285 -7.044 -0.3 0.2 0.3
H 6.557 -3.776 2.261 -0.2 0.0 0.0
H -4.282 -2.683 2.607 0.1 -0.1 -0.1
H 4.153 3.861 -2.924 -0.1 0.5 0.2
```
Forces are in eV/Å.

Output
- highest occupied orbital energy (eV) = -7.81
- gap between HOMO and LUMO (eV) = 8.20
- SMILES string = c1cc[nH]c1.c1cc[nH]c1.c1cc[nH]c1.c1cc[nH]c1.c1cc[nH]c1.c1cc[nH]c1.c1cc[nH]c1.CC#N.CC#N
- LUMO level (eV) = 0.3930
- energy above the lowest of the compared OMol25 structures with the same formula, charge and spin (kJ/mol) = 266.4



No. 3
ORCA calculation (ωB97M-V with the def2-TZVPD basis set) on a structure of composition C41H37N7ORuSe.

Geometry as XYZ:
```
88
Properties=species:S:1:pos:R:3:forces:R:3
Ru 0.493 0.971 0.757 -0.2 2.4 0.3
Se 1.519 0.680 3.244 -0.1 -0.2 0.6
O -1.538 -4.477 -0.983 0.0 0.0 -0.1
N 2.378 1.265 -0.116 -0.1 -0.3 -0.5
N -1.324 0.950 1.795 -0.5 -0.5 -0.5
N -2.931 -3.925 -2.692 0.0 0.0 0.1
N -0.087 -0.437 -1.452 0.2 0.1 0.7
N 0.154 3.112 1.935 -0.2 -0.7 -1.1
N 5.688 1.191 5.330 0.4 0.0 0.2
N 0.186 -1.164 1.349 -0.4 -0.4 -0.1
C -1.891 -0.241 2.069 -0.3 0.8 0.1
C -1.976 2.086 2.107 0.2 -0.3 -0.1
C 0.977 4.149 1.929 0.3 0.0 0.0
C 0.905 -1.595 -3.291 -0.1 0.0 -0.1
C 3.373 0.599 5.384 0.1 0.0 0.1
C -1.034 -1.406 1.866 0.7 -0.9 -0.3
C -2.878 -6.319 -3.336 -0.1 0.1 0.1
C 4.729 1.612 -1.544 -0.1 -0.1 0.2
C 3.238 0.932 4.041 -0.2 0.0 -0.6
C -0.834 5.679 2.096 0.1 0.0 -0.1
C -0.545 -3.754 1.976 0.3 0.0 -0.1
C -1.866 -3.721 -1.888 -0.1 0.1 0.0
C 0.834 -0.528 -2.409 0.1 0.1 -0.1
C -0.013 -2.624 -3.165 -0.1 0.1 0.1
C 3.620 2.389 -1.815 0.1 0.1 0.0
C -3.917 0.845 2.741 0.2 0.2 0.0
C -0.986 -2.531 -2.178 0.1 0.0 0.0
C -3.115 -3.176 -5.076 0.0 0.0 0.1
C 1.179 2.887 -1.352 -0.4 0.0 0.0
C 5.554 1.509 4.051 -0.2 0.0 -0.1
C -3.200 -0.314 2.532 0.1 -0.3 0.1
C 4.647 0.657 -0.537 0.1 0.1 -0.1
C 0.533 5.457 2.011 -0.2 0.0 0.2
C -3.286 2.065 2.552 -0.2 -0.1 0.2
C 0.053 2.368 -0.690 0.3 -0.3 0.5
C 3.460 0.523 0.149 0.0 -0.1 0.1
C -1.336 3.921 -1.909 0.1 -0.1 0.0
C -3.455 -2.922 -3.611 0.1 0.0 -0.2
C 4.356 1.402 3.357 0.1 0.0 0.2
C 4.616 0.747 5.979 -0.2 0.0 -0.2
C 1.042 3.958 -2.238 0.1 -0.2 0.0
C -0.988 -1.412 -1.361 -0.2 -0.1 -0.1
C -1.200 2.878 -1.003 -0.1 0.0 -0.1
C 0.712 -3.484 1.450 -0.3 -0.1 0.1
C -1.167 3.313 2.031 0.3 0.5 0.0
C -3.617 -5.213 -2.587 0.1 -0.2 0.0
C -1.416 -2.709 2.185 -0.3 0.4 0.1
C 2.446 2.203 -1.091 0.1 -0.1 0.2
C -0.210 4.477 -2.506 0.0 0.1 -0.1
C -1.695 4.598 2.100 -0.1 -0.3 0.2
C 1.024 -2.178 1.149 0.1 0.0 0.0
H 4.758 0.496 7.024 0.0 0.0 0.0
H -3.548 -2.388 -5.693 0.0 0.0 0.0
H -1.757 -1.297 -0.606 0.1 0.0 0.1
H 5.492 0.032 -0.288 0.0 0.0 0.0
H -2.805 -6.096 -4.400 0.0 0.0 0.0
H 3.657 3.130 -2.601 0.0 0.0 0.0
H -2.036 -3.180 -5.231 0.0 0.0 0.0
H -3.806 2.982 2.787 0.1 0.0 0.0
H 2.035 3.918 1.870 0.0 -0.1 -0.1
H -2.091 2.470 -0.539 0.0 0.0 0.0
H 1.664 -1.618 -4.061 0.0 0.0 0.0
H -4.541 -2.908 -3.495 0.0 0.1 0.1
H 1.237 6.276 2.022 0.0 0.0 0.0
H 0.018 -3.489 -3.816 0.1 0.0 0.0
H 1.916 4.385 -2.715 0.0 0.0 0.0
H -1.229 6.684 2.162 0.0 0.0 0.0
H -3.648 -1.274 2.738 0.0 0.0 0.0
H -3.080 -1.944 -3.312 0.0 0.0 0.0
H 1.422 -4.277 1.270 0.0 0.0 0.0
H 2.523 0.233 5.944 0.0 0.0 0.0
H 1.991 -1.925 0.732 0.0 0.0 0.0
H -3.407 -7.265 -3.215 0.0 0.0 0.0
H -4.940 0.804 3.089 0.0 0.0 0.0
H 4.298 1.682 2.313 0.0 0.0 0.0
H -3.677 -5.476 -1.532 -0.1 0.0 0.0
H -2.763 4.752 2.158 0.0 0.0 0.0
H -0.833 -4.769 2.209 0.0 0.0 0.0
H -1.873 -6.435 -2.932 0.0 0.0 0.0
H -2.317 4.310 -2.148 0.0 0.0 0.0
H 1.539 0.290 -2.480 0.0 0.0 0.0
H -4.627 -5.092 -2.979 0.0 0.1 0.0
H 3.359 -0.195 0.954 -0.1 0.1 0.0
H -0.317 5.305 -3.195 0.0 0.0 0.0
H -3.519 -4.130 -5.413 0.0 0.0 0.0
H 5.642 1.738 -2.109 0.0 0.0 0.0
H -2.396 -2.893 2.600 0.0 -0.1 0.0
H 6.450 1.868 3.555 0.0 0.0 0.0
```
Forces are in eV/Å.

Output
- highest occupied orbital energy (alpha / beta) (eV) = -9.15 / -9.05
- total charge = +1
- multiplicity = 2
- gap between HOMO and LUMO (alpha / beta) (eV) = 5.81 / 5.81
- LUMO level (alpha / beta) (eV) = -3.3336 / -3.2418
- <S²> = 0.7607
- energy above the lowest of the compared OMol25 structures with the same formula, charge and spin (kJ/mol) = 192.8



No. 4
ORCA calculation (ωB97M-V with the def2-TZVPD basis set) on an isolated molecule of C26H42N2O.

Geometry as XYZ:
```
71
Properties=species:S:1:pos:R:3:forces:R:3
O 3.203 -2.576 -3.131 0.2 0.2 -0.4
N 1.922 -2.872 -1.302 -0.1 0.0 0.5
N -1.418 -2.074 1.641 -0.4 -0.2 0.0
C -1.610 2.204 -0.837 -0.2 -0.2 0.4
C -2.524 -1.106 -3.884 0.4 0.1 -0.1
C 1.174 2.936 2.707 -0.3 0.2 0.2
C -2.767 1.209 -0.812 0.0 0.2 -0.3
C 0.413 -1.162 0.717 -0.1 0.0 -0.3
C 1.435 -0.692 -0.265 0.1 -0.3 0.0
C -0.651 -1.642 2.683 0.4 0.2 0.2
C -1.389 -1.874 -4.565 -0.2 -0.1 0.3
C 0.415 4.030 1.960 0.2 -0.2 -0.2
C 2.574 4.436 4.224 -0.2 -0.1 0.1
C -2.024 -0.064 -2.884 -0.4 -0.1 -0.1
C 1.450 -4.210 -3.267 0.1 0.2 -0.3
C -0.870 -1.704 4.053 -0.1 0.0 0.1
C -0.543 -2.679 -3.580 0.1 0.1 -0.5
C 0.107 -1.191 4.878 -0.2 -0.1 0.0
C -0.774 -1.786 0.465 0.2 0.1 -0.2
C 1.537 3.322 4.140 0.2 -0.1 -0.2
C 1.498 -0.563 3.001 0.0 -0.1 0.0
C 0.524 -1.069 2.140 -0.4 -0.2 0.2
C -1.181 2.597 0.575 0.2 0.2 -0.4
C 1.278 -0.632 4.357 0.2 0.1 0.0
C 2.287 -3.146 -2.576 -0.3 -0.5 0.1
C 2.487 -1.776 -0.550 0.1 0.3 -0.1
C -3.163 0.692 -2.197 0.2 -0.1 0.2
C -0.028 3.597 0.561 -0.2 0.0 0.3
C 0.509 -3.538 -4.276 -0.1 0.0 0.3
H -2.321 -2.508 1.719 0.1 0.1 0.0
H 0.632 3.628 4.670 -0.1 -0.1 0.1
H 1.941 0.186 0.139 0.0 0.1 0.0
H 2.897 -2.150 0.394 0.0 0.1 -0.1
H 2.089 2.697 2.158 0.1 -0.1 -0.1
H -1.198 -3.322 -2.983 0.0 0.0 0.1
H -3.175 -1.816 -3.367 -0.1 0.0 0.0
H -0.755 1.760 -1.350 0.1 0.0 -0.1
H -3.635 1.685 -0.348 0.0 0.0 0.1
H -3.489 1.525 -2.822 -0.1 0.0 -0.1
H 0.878 -4.793 -2.543 0.0 0.0 0.0
H 3.296 -1.370 -1.160 0.0 -0.1 0.1
H 1.055 4.908 1.864 0.0 0.1 0.1
H 1.929 2.436 4.646 -0.1 0.0 0.1
H -1.436 -0.562 -2.114 0.2 0.0 0.1
H -1.366 0.637 -3.400 0.2 0.0 0.0
H 1.120 -3.328 -0.896 0.0 -0.1 -0.1
H 1.109 -2.912 -4.939 0.0 0.0 -0.1
H -1.773 -2.140 4.454 -0.1 0.0 0.1
H -1.819 -2.555 -5.304 0.1 0.0 -0.1
H 3.471 4.162 3.672 0.1 0.0 -0.1
H 0.823 3.159 0.034 0.1 0.0 -0.1
H -1.908 3.095 -1.394 0.0 0.1 -0.1
H -0.029 -1.222 5.949 0.0 0.0 0.1
H 2.129 -4.876 -3.801 0.0 0.0 0.1
H -0.031 -1.992 -2.906 0.0 0.0 0.1
H -0.884 1.696 1.115 -0.1 -0.1 0.1
H 0.957 -0.409 -1.205 0.1 0.1 0.0
H -1.224 -2.050 -0.473 -0.1 0.0 -0.2
H 2.852 4.617 5.260 0.1 0.1 0.1
H 2.186 5.363 3.811 0.0 0.1 0.0
H -0.464 4.321 2.540 0.0 0.1 0.1
H 0.564 2.031 2.742 0.0 -0.1 -0.1
H 2.407 -0.131 2.609 0.1 0.1 0.0
H -2.484 0.359 -0.185 0.0 0.0 0.1
H -0.744 -1.172 -5.098 0.0 0.0 -0.1
H 2.022 -0.250 5.041 0.1 0.0 0.0
H -0.341 4.482 0.000 0.0 0.0 -0.1
H 0.020 -4.303 -4.883 0.0 0.0 0.0
H -3.124 -0.608 -4.649 -0.1 0.0 0.0
H -2.031 3.036 1.103 -0.1 0.0 0.1
H -4.017 0.019 -2.078 -0.1 0.0 -0.1
```
Forces are in eV/Å.

Output
- highest occupied orbital energy (eV) = -8.11
- gap between HOMO and LUMO (eV) = 8.67
- SMILES string = CCCCCCCCCCCCCCCC(=O)NCCc1c[nH]c2ccccc12
- LUMO level (eV) = 0.5595
- energy above the lowest of the compared OMol25 structures with the same formula, charge and spin (kJ/mol) = 15.9